Computed, not measured: 9 unconnected molecules or ions with the total composition H20NO8, with wB97M-V/def2-TZVPD.

Each line ends with the natural charge from an NBO analysis.
Positions of all 29 atoms, in Å:
1 N -0.59543 0.22882 -0.09623  -0.838
2 H -0.38085 1.16376 -0.21428  0.466
3 H -0.80074 -0.01279 -1.04202  0.450
4 H -1.22764 -0.04729 0.43691  0.413
5 H -0.03155 -0.61824 -0.15804  0.476
6 O -2.79934 2.23126 0.13191  -0.939
7 H -2.47857 3.15288 -0.20648  0.479
8 H -2.96924 2.53654 0.97336  0.463
9 O 2.37690 0.40366 -1.44894  -0.973
10 H 2.82289 0.74547 -0.73837  0.493
11 H 2.90719 0.46876 -2.26439  0.508
12 O -0.25868 -2.97257 -0.13352  -0.984
13 H -0.44839 -3.37335 0.77734  0.524
14 H -0.86902 -3.13803 -0.76087  0.478
15 O 1.79233 -1.16504 1.76743  -0.931
16 H 1.52256 -0.57127 2.55285  0.474
17 H 2.64056 -1.14100 1.83213  0.459
18 O -3.06891 -0.71344 2.29295  -0.971
19 H -3.06454 0.21595 2.31829  0.475
20 H -3.76912 -1.15373 1.65467  0.500
21 O 2.32274 -2.45939 -1.16928  -0.935
22 H 1.46382 -2.86435 -1.03981  0.473
23 H 2.04960 -1.60611 -0.93927  0.450
24 O 0.48030 2.97037 1.66103  -0.985
25 H 1.37290 3.24099 1.32658  0.497
26 H -0.21857 3.65160 1.61935  0.490
27 O 0.13476 0.52429 -3.06236  -0.989
28 H 0.04812 -0.32997 -3.45089  0.482
29 H 1.04591 0.63222 -2.62006  0.496

Results
net charge	+1
frontier orbital gap	10.46	eV
spin multiplicity	1
DFT total energy	-18185.8860	eV